[1]
The following is a quantum chemistry calculation of a molecular structure, C30H49AuN11P at a distorted geometry, from the Open Molecules 2025 dataset.

The geometry in XYZ format:
```
92
Properties=species:S:1:pos:R:3:forces:R:3:mulliken_charge:R:1
Au -0.055668 0.033090 -0.246863 0.195 -0.101 -1.191 1.16
N -2.812759 1.064254 1.305658 -0.139 0.398 0.294 -0.14
C -2.803458 1.490403 0.001165 -0.382 0.277 -0.191 0.76
C -3.690284 2.519656 -0.355455 0.127 -0.165 -0.087 -0.62
C -3.772430 2.919507 -1.668854 0.167 -0.222 0.148 -0.65
C -2.988033 2.265420 -2.618573 0.095 -0.236 0.101 -0.71
C -2.123163 1.287332 -2.188684 -0.119 0.265 -0.899 -0.44
N -2.016300 0.920776 -0.909764 1.384 -0.344 0.988 -0.35
C -2.256476 -0.020850 1.939405 -0.154 -0.342 0.367 0.84
C -2.856717 -0.419952 3.148251 0.147 -0.089 -0.088 -0.76
C -2.339735 -1.481219 3.851716 0.140 0.116 -0.252 -0.52
C -1.212623 -2.130901 3.348549 -0.006 0.129 -0.257 -0.80
C -0.690305 -1.689011 2.157124 0.117 -0.645 0.508 0.11
N -1.191102 -0.665656 1.451263 0.109 0.491 -0.390 -0.32
H -3.513884 1.531310 1.868307 0.175 -0.079 -0.116 0.20
H -4.303379 2.979312 0.403327 -0.068 0.036 0.104 0.39
H -4.446994 3.712456 -1.953575 -0.045 0.054 -0.024 0.47
H -3.041889 2.506861 -3.666276 0.000 0.034 -0.111 0.49
H -1.493394 0.752315 -2.881123 0.115 0.062 -0.076 0.71
H -3.731148 0.101052 3.513126 -0.016 0.050 -0.064 0.38
H -2.800647 -1.811903 4.769141 -0.050 0.032 0.098 0.45
H -0.760361 -2.957900 3.870461 0.058 -0.067 -0.007 0.47
H 0.173991 -2.165738 1.725519 0.048 -0.037 0.059 0.32
C 5.927915 -3.774618 0.046174 -0.078 -0.204 -0.077 -1.33
C 4.753261 -4.619724 -0.436327 -0.154 0.176 -0.087 0.66
C 4.358977 -4.251868 -1.867167 0.087 -0.178 0.215 -1.23
C 3.545667 -4.479127 0.515665 0.978 -0.943 -0.079 -1.01
N 2.935447 -3.186498 0.374519 -1.677 0.965 -0.611 0.68
C 1.775300 -2.843253 -0.204148 0.192 -0.189 0.046 -0.70
N 1.675648 -1.525130 -0.149339 -1.176 0.398 -0.061 0.16
N 2.779408 -1.087983 0.451821 0.135 1.176 0.343 -0.08
N 3.522886 -2.056642 0.762354 0.929 -0.212 0.568 -0.47
H 6.775504 -3.907512 -0.620579 0.100 0.020 -0.044 0.40
H 6.230810 -4.074613 1.045457 0.100 0.005 0.135 0.40
H 5.663206 -2.720447 0.072619 0.139 0.041 -0.043 0.21
H 5.040642 -5.674067 -0.412008 -0.084 0.012 0.073 0.35
H 4.173243 -3.180360 -1.952518 0.005 0.074 -0.078 0.10
H 3.469597 -4.792443 -2.190420 -0.081 -0.050 -0.091 0.36
H 5.169293 -4.506015 -2.545661 0.020 0.033 -0.088 0.51
H 3.885871 -4.590854 1.547986 -0.209 0.051 -0.048 0.39
H 2.790053 -5.235758 0.295722 -0.027 0.157 0.056 0.31
H 1.067489 -3.521909 -0.635468 -0.124 -0.166 -0.064 0.44
N 1.029482 1.187270 -1.459815 -2.306 -0.515 2.116 -0.71
P 1.979362 1.259040 -2.677638 3.373 -0.228 -3.320 -0.42
N 1.907336 2.782793 -3.361732 -0.433 -1.271 1.134 1.10
C 2.952407 3.486692 -4.061870 0.806 0.454 0.124 -0.86
C 3.127846 4.897375 -3.492262 -0.080 -0.218 -0.291 -0.75
C 1.805270 5.648838 -3.515641 -0.008 -0.001 0.378 -0.92
C 0.744931 4.845227 -2.765285 -0.089 -0.115 -0.341 -0.82
C 0.629273 3.450470 -3.387011 -0.516 0.460 0.352 -0.12
N 3.627499 1.079948 -2.328718 -1.484 0.371 -0.684 0.93
C 4.245802 -0.228037 -2.456208 -0.024 -0.540 -0.163 -0.19
C 5.596438 -0.270196 -1.749432 -0.020 0.165 -0.208 -0.92
C 6.390457 0.981813 -2.111435 -0.016 -0.076 0.122 -0.88
C 5.660007 2.248315 -1.638151 -0.290 0.129 0.083 -0.85
C 4.189512 1.943393 -1.321533 0.440 0.375 0.496 -0.89
N 1.777940 0.195690 -3.959584 -0.564 0.313 1.478 0.83
C 2.409446 0.482011 -5.239132 0.310 0.165 -0.311 -0.73
C 2.625747 -0.809284 -6.015413 -0.062 0.102 -0.004 -0.92
C 1.276823 -1.462819 -6.341939 0.033 0.015 0.035 -0.67
C 0.230584 -1.151032 -5.260644 0.005 -0.131 0.140 -1.12
C 0.910124 -0.959630 -3.910752 -0.032 -0.258 0.071 -0.01
H 2.681499 3.564933 -5.124291 -0.005 -0.089 0.035 0.49
H 3.883820 2.922864 -3.982281 -0.117 0.054 -0.076 0.38
H 3.878078 5.420687 -4.080692 0.121 0.067 0.005 0.42
H 3.482828 4.827374 -2.463924 0.125 0.007 0.076 0.26
H 1.482005 5.807427 -4.545704 -0.020 0.045 -0.090 0.31
H 1.931890 6.626287 -3.052364 -0.042 0.089 -0.067 0.43
H -0.222484 5.346488 -2.817993 -0.043 0.021 0.053 0.41
H 1.021926 4.738387 -1.713041 -0.017 0.017 0.020 0.33
H 0.289250 3.545950 -4.426193 -0.073 -0.066 -0.023 0.36
H -0.073280 2.836571 -2.818032 -0.040 0.214 -0.237 -0.30
H 4.394661 -0.447043 -3.519634 -0.002 -0.067 0.062 0.05
H 3.573031 -1.001029 -2.059803 0.109 -0.138 -0.037 -0.46
H 6.138215 -1.162880 -2.065696 -0.066 -0.045 0.046 0.47
H 5.458912 -0.325983 -0.669827 0.028 -0.062 0.101 0.36
H 6.525190 1.009674 -3.193368 0.042 -0.026 -0.060 0.32
H 7.379468 0.926782 -1.663248 0.108 0.032 -0.065 0.46
H 5.723595 3.026655 -2.401339 0.007 0.012 0.039 0.22
H 6.119895 2.645079 -0.733356 0.053 0.054 0.001 0.51
H 3.580988 2.850366 -1.286966 0.191 0.021 0.134 0.62
H 4.125478 1.465569 -0.335965 -0.107 0.129 0.027 0.47
H 3.357155 0.990176 -5.052512 -0.001 -0.018 -0.101 0.53
H 1.781490 1.151287 -5.839946 0.052 0.106 0.044 0.38
H 3.245187 -1.485362 -5.421582 0.042 0.010 -0.013 0.19
H 3.169175 -0.586287 -6.933627 0.061 -0.039 0.051 0.50
H 1.417244 -2.539131 -6.437145 -0.069 -0.038 -0.027 0.34
H 0.910138 -1.101601 -7.301552 0.002 -0.033 -0.063 0.31
H -0.497724 -1.957814 -5.198306 -0.103 0.004 -0.005 0.54
H -0.307004 -0.234549 -5.512359 -0.066 0.018 0.019 0.27
H 1.493825 -1.859627 -3.671149 -0.099 -0.132 0.075 0.05
H 0.195188 -0.810112 -3.091260 -0.085 -0.126 -0.111 0.10
```
Forces are in eV/Å.

Properties
- HOMO level (spin up / spin down) (Eh) = -0.47906 / -0.47919
- total charge = +2
- relative energy (zero: lowest compared OMol25 entry of this formula, charge and spin) (kcal/mol) = 29.38
- orbital gap (spin up / spin down) (Ha) = 0.181 / 0.182
- E_tot (a.u.) = -2251.368975



[2]
The following is a quantum chemistry calculation of C4H7NS in the gas phase at a distorted geometry, from the Open Molecules 2025 dataset.

The geometry in XYZ format:
```
13
Properties=species:S:1:pos:R:3:forces:R:3:mulliken_charge:R:1
C -0.572804 -1.357793 -0.117227 -0.260 -0.478 -0.978 -0.63
S -1.878113 -0.016366 0.010302 -0.680 0.258 -0.020 -0.15
C -0.658988 1.408039 0.209518 0.308 -0.134 1.033 -0.69
C 0.520779 0.689999 -0.347066 0.349 -0.101 -0.493 0.12
N 1.736910 0.099643 0.109531 1.812 -0.798 -0.200 -0.54
C 0.547025 -0.617582 0.478565 0.341 0.160 -0.297 -0.27
H -0.883837 -2.210763 0.477739 -0.193 -0.082 0.030 0.33
H -0.424755 -1.660968 -1.156273 -0.152 0.063 0.066 0.30
H -0.564899 1.694638 1.259527 -0.089 -0.125 -0.112 0.34
H -0.955821 2.262326 -0.368686 -0.403 0.298 -0.380 0.36
H 0.442004 0.697944 -1.451414 -0.337 -0.869 0.560 0.25
H 2.265117 -0.375000 -0.651771 -0.462 1.067 0.419 0.32
H 0.427384 -0.614118 1.547261 -0.234 0.741 0.369 0.28
```
Forces are in eV/Å.

Properties
- HOMO level (Eh) = -0.30675
- relative energy (zero: lowest compared OMol25 entry of this formula, charge and spin) (kcal/mol) = 85.48
- orbital gap (Ha) = 0.341
- structure (SMILES) = C1SC[C@H]2N[C@H]12
- E_tot (a.u.) = -609.422262



[3]
The following is a quantum chemistry calculation of a molecular structure, C3H6NaO2 at a distorted geometry, from the Open Molecules 2025 dataset.

The geometry in XYZ format:
```
12
Properties=species:S:1:pos:R:3:forces:R:3:mulliken_charge:R:1
O -1.300648 1.037394 -1.241606 0.996 -0.264 -0.348 -0.57
C -0.123029 1.322824 -1.399532 -0.974 1.362 0.856 0.13
C 0.950927 0.946367 -0.426515 0.494 -0.289 -0.620 -0.47
O 0.485068 -0.061866 0.433946 -0.949 0.574 0.263 -0.42
C 1.488313 -0.965284 0.843800 1.300 -0.545 -1.450 -0.69
Na -1.812447 -0.377390 0.467514 0.024 0.085 -0.075 1.02
H 0.186646 2.066120 -2.160761 -0.136 -0.452 -0.130 0.39
H 1.825528 -1.448031 -0.131388 -0.049 -0.007 1.509 0.33
H 1.322713 1.838974 0.107184 -0.405 -0.060 -0.021 0.36
H 1.822741 0.655544 -1.042361 -0.174 -0.397 0.271 0.36
H 1.089115 -1.693460 1.564247 0.104 0.355 -0.368 0.25
H 2.338335 -0.405971 1.263240 -0.231 -0.362 0.113 0.30
```
Forces are in eV/Å.

Properties
- HOMO level (Eh) = -0.54360
- total charge = +1
- relative energy (zero: lowest compared OMol25 entry of this formula, charge and spin) (kcal/mol) = 0.00
- orbital gap (Ha) = 0.394
- E_tot (a.u.) = -430.470253



[4]
The following is a quantum chemistry calculation of a molecular structure, C53H35F5N6O5PSW, from the Open Molecules 2025 dataset.

The geometry in XYZ format:
```
107
Properties=species:S:1:pos:R:3:forces:R:3:lowdin_spin:R:1
W 0.945506 -0.025399 1.103079 -0.881 -0.144 0.267 1.52
O 1.303063 -0.208120 4.963758 0.017 0.031 -0.025 0.00
C 0.459756 -0.436155 4.126433 -0.159 -0.078 0.086 0.01
O 0.713906 -0.945396 2.942627 0.435 0.007 -0.257 0.09
C -1.005271 -0.200686 4.400414 0.079 0.009 -0.021 0.00
C -1.390370 -0.140170 5.736734 -0.013 0.016 0.026 0.00
C -2.725329 -0.036087 6.084961 0.019 -0.009 -0.005 0.00
C -3.693498 0.010288 5.091447 0.003 0.001 0.003 0.00
C -3.317569 -0.028027 3.759731 -0.021 0.033 0.003 0.00
C -1.973438 -0.115606 3.393766 -0.084 0.004 -0.011 0.00
P -1.609475 -0.227937 1.606730 0.359 0.057 -0.021 0.00
C -2.365253 -1.833750 1.215273 0.020 -0.035 0.000 0.00
C -1.890681 -2.929096 1.939096 -0.011 -0.004 0.028 0.00
C -2.414405 -4.191432 1.719484 -0.082 0.022 0.006 0.00
C -3.416163 -4.373394 0.774377 0.008 -0.003 0.024 0.00
C -3.894871 -3.287479 0.059110 -0.003 -0.007 0.008 0.00
C -3.375009 -2.018702 0.278138 -0.034 0.015 -0.012 0.00
C -2.557393 1.074411 0.780750 0.010 0.056 0.018 0.00
C -2.583955 1.052304 -0.613723 0.016 -0.062 -0.032 0.00
C -3.165561 2.086467 -1.325900 -0.031 0.012 -0.011 0.00
C -3.705574 3.174471 -0.654432 -0.004 -0.022 0.018 0.00
C -3.646704 3.225391 0.730078 0.006 0.010 0.003 0.00
C -3.073068 2.183407 1.446014 0.006 -0.012 -0.014 0.00
H -0.617567 -0.201472 6.490956 -0.001 -0.008 -0.003 0.00
H -3.013953 -0.013011 7.127241 0.006 0.012 0.002 0.00
H -4.741622 0.068473 5.353332 -0.003 0.004 -0.009 0.00
H -4.082855 0.003835 2.993537 0.005 -0.009 -0.020 0.00
H -1.105568 -2.795492 2.674461 -0.005 0.022 0.016 0.00
H -2.040480 -5.033783 2.287284 -0.004 -0.005 0.009 0.00
H -3.827070 -5.359506 0.603184 0.010 -0.003 -0.008 0.00
H -4.682857 -3.422279 -0.669968 -0.001 -0.002 0.000 0.00
H -3.779292 -1.182333 -0.274577 0.010 0.033 0.001 0.00
H -2.130410 0.229538 -1.157107 -0.023 -0.035 0.019 0.00
H -3.176369 2.042840 -2.405697 0.001 -0.005 0.028 0.00
H -4.161990 3.986079 -1.206641 0.011 0.006 -0.009 0.00
H -4.047047 4.078860 1.261556 -0.009 0.001 -0.007 0.00
H -3.024540 2.249130 2.524472 -0.011 -0.028 0.018 0.00
N 5.231897 -0.191426 1.810947 -0.015 -0.154 -0.069 0.03
C 5.998301 -0.785466 0.777641 -0.082 0.072 0.105 0.00
C 7.378581 -0.767498 0.842857 0.032 -0.015 -0.054 0.00
C 8.121471 -1.328314 -0.188383 -0.023 0.009 0.018 0.00
C 7.479426 -1.870914 -1.288500 0.012 -0.003 -0.008 0.00
C 6.091952 -1.865623 -1.356756 0.014 0.024 0.008 0.00
C 5.349149 -1.343829 -0.310388 0.076 -0.020 -0.140 0.00
S 3.594565 -1.500408 -0.353111 0.036 0.043 0.072 0.00
N 3.108678 -0.309432 0.797654 0.036 -0.085 -0.049 -0.01
C 3.930731 0.132661 1.696964 -0.046 0.108 0.166 0.04
C 3.356571 1.108546 2.651763 0.000 -0.143 -0.096 0.01
C 4.088947 1.814726 3.586239 -0.102 0.053 0.047 0.00
C 3.432600 2.739111 4.385804 0.101 -0.037 0.002 0.01
C 2.078649 2.938707 4.209157 -0.102 -0.010 -0.037 0.00
C 1.413000 2.197085 3.250178 0.102 0.046 0.070 0.02
N 2.037830 1.296301 2.491251 0.042 0.068 0.004 0.01
H 5.737360 0.156988 2.606081 0.004 0.020 -0.006 0.00
H 7.874880 -0.323836 1.697664 -0.003 0.005 0.005 0.00
H 9.200774 -1.330609 -0.129681 0.001 0.005 -0.002 0.00
H 8.053053 -2.297542 -2.099336 0.001 -0.001 0.003 0.00
H 5.587930 -2.283676 -2.219247 -0.012 -0.003 0.006 0.00
H 5.154237 1.678707 3.698652 0.004 -0.018 -0.008 0.00
H 3.983622 3.293998 5.132433 -0.013 0.020 -0.005 0.00
H 1.526427 3.651368 4.803891 0.017 -0.003 0.018 0.00
H 0.353687 2.318322 3.075727 0.000 0.008 -0.026 0.00
C -5.764036 1.027933 -5.342436 0.017 0.023 -0.009 0.00
O -4.584788 0.725842 -6.069144 0.021 -0.042 0.037 0.00
C -3.471311 1.444328 -5.797946 -0.029 -0.035 -0.012 0.00
C -3.411247 2.481071 -4.873488 -0.014 -0.008 -0.058 0.00
C -2.214499 3.162319 -4.672356 0.006 0.003 -0.005 0.00
C -1.096387 2.832056 -5.416157 0.056 0.034 -0.151 0.00
C -1.173131 1.822610 -6.376364 -0.095 -0.007 0.009 0.00
C -2.335739 1.104980 -6.539736 -0.001 0.047 0.020 0.00
N 0.104912 3.617268 -5.419780 -0.077 0.020 -0.143 0.00
N 0.720740 3.902110 -4.393197 -0.101 -0.169 0.257 0.00
C 0.379216 3.331573 -3.104867 0.141 0.272 -0.037 0.02
C 0.116338 4.185120 -2.064306 0.042 0.001 0.070 -0.01
C 0.030420 3.744867 -0.729843 0.088 -0.043 -0.055 0.02
C 0.304214 2.429695 -0.438799 -0.078 0.001 0.009 0.00
O 0.317951 1.899758 0.778232 0.032 -0.032 -0.039 0.07
C 0.574175 1.542783 -1.501669 0.046 -0.008 0.059 0.00
N 0.792800 0.249431 -1.110675 0.025 -0.057 0.042 -0.01
C 0.947840 -0.670161 -2.045008 -0.008 0.067 -0.114 0.03
C 0.995525 -0.344354 -3.410743 0.002 -0.040 0.105 0.00
C 0.862382 0.956645 -3.806853 0.059 0.060 -0.060 0.03
C 0.600431 1.956935 -2.842614 -0.044 -0.110 -0.017 0.00
H -6.515715 0.323379 -5.684007 -0.007 0.004 -0.004 0.00
H -6.101901 2.046930 -5.545799 -0.005 -0.005 0.006 0.00
H -5.608854 0.900912 -4.267688 -0.003 -0.003 0.002 0.00
H -4.292292 2.782718 -4.325505 0.006 0.007 0.007 0.00
H -2.175310 3.975381 -3.959492 0.008 0.017 -0.022 0.00
H -0.308430 1.619577 -6.995792 -0.003 0.001 -0.018 0.00
H -2.409602 0.306315 -7.264927 -0.007 0.005 -0.014 0.00
H 0.001881 5.240183 -2.280898 -0.010 0.001 -0.003 0.00
H -0.199647 4.440917 0.065156 -0.013 -0.008 0.013 0.00
H 1.041112 -1.692169 -1.711742 0.012 0.003 0.021 0.00
H 1.157846 -1.136359 -4.127283 -0.006 0.005 -0.015 0.00
H 0.945055 1.221942 -4.852523 0.015 -0.041 0.066 0.00
F 1.533174 -7.255376 1.385639 0.000 0.007 -0.005 0.00
C 1.369783 -5.951375 1.175136 -0.058 0.019 -0.046 0.01
C 2.135384 -5.029386 1.864349 0.058 0.054 0.044 0.00
F 3.057630 -5.448612 2.729657 -0.014 0.001 -0.015 0.00
C 1.968971 -3.669673 1.650383 0.019 -0.085 -0.038 0.01
F 2.773546 -2.822776 2.304163 -0.105 -0.005 0.066 0.00
C 1.021650 -3.193577 0.745097 -0.165 0.041 0.088 0.00
O 0.795549 -1.908586 0.500970 0.328 0.140 -0.176 0.06
C 0.278159 -4.146189 0.044423 -0.011 0.027 -0.017 0.01
F -0.638580 -3.723108 -0.835458 0.100 -0.023 -0.026 0.00
C 0.436892 -5.500711 0.253422 0.063 -0.007 0.021 0.00
F -0.313404 -6.371284 -0.419022 -0.009 -0.007 0.017 0.00
```
Forces are in eV/Å.

Properties
- HOMO level (spin up / spin down) (Eh) = -0.34943 / -0.36599
- total charge = +1
- spin multiplicity = 3
- relative energy (zero: lowest compared OMol25 entry of this formula, charge and spin) (kcal/mol) = 4.81
- orbital gap (spin up / spin down) (Ha) = 0.231 / 0.234
- E_tot (a.u.) = -4051.260349